# 1
C6H7N | ωB97M-V with the def2-TZVPD basis set

Geometry (Å):
C (-0.62859, 0.02317, -0.89442)
C (0.66857, -0.37708, 1.19508)
C (-0.11107, 0.43859, 0.31980)
C (0.53899, -1.84938, -1.77381)
C (1.29644, -1.32044, 1.58729)
C (-0.51460, 1.85777, 0.73700)
N (-0.52236, -1.28300, -1.28349)
H (-1.02083, 0.79190, -1.55410)
H (1.24248, -1.02703, -1.93532)
H (2.00960, -1.95565, 2.08198)
H (0.24198, 2.60939, 0.41649)
H (-1.42585, 2.11877, 0.16292)
H (-0.57814, 1.87682, 1.78809)
H (-1.19661, -1.90381, -0.84752)

Cartesian forces, eV/Å:
1.35 2.49 3.13
-0.83 -0.29 -1.36
-1.65 0.99 -1.70
0.52 -0.73 -0.28
1.09 -0.19 1.09
1.00 -0.02 -2.26
-0.13 -1.94 -0.04
-0.40 -0.37 0.00
0.29 0.28 -0.38
-0.44 0.00 -0.27
-0.22 -0.51 0.37
0.30 -0.04 0.94
-0.59 0.36 1.20
-0.31 -0.05 -0.42

Computed properties:
Frontier orbital gap ... 8.57 eV
Relative energy (zero: lowest compared OMol25 entry of this formula, charge and spin) ... 533.2 kJ/mol
HOMO ... -0.300 hartree
Spin multiplicity ... 1
E_tot ... -7820.12127 eV

=====

# 2
C7H8F3N2O3PdS6Sb | ωB97M-V with the def2-TZVPD basis set

Geometry (Å):
Pd (-0.59988, -1.09280, 1.10193)
S (-1.88820, -6.27666, 0.19846)
Sb (-0.58228, -4.64204, 1.32396)
S (-2.06139, -2.69807, 1.47372)
S (1.19565, -2.39832, 0.98862)
S (-0.69377, -5.46493, 3.50974)
C (2.87459, 0.01714, -1.13662)
C (1.47892, 0.28629, -1.57579)
C (0.97993, 1.52183, -1.90959)
C (-0.41801, 1.63237, -2.07615)
N (-1.20999, 0.59224, -2.09631)
C (-0.72238, -0.63092, -1.84158)
S (-1.64103, -2.00355, -1.91348)
N (0.64546, -0.76913, -1.57021)
C (-1.07608, 2.97271, -2.16454)
H (3.47887, 0.91951, -1.13546)
H (3.34203, -0.73922, -1.76523)
H (2.82263, -0.38628, -0.12090)
H (1.61174, 2.39428, -1.91065)
H (0.93028, -1.63423, -1.04898)
H (-0.52590, 3.63223, -2.83266)
H (-1.08721, 3.41014, -1.16383)
H (-2.10308, 2.85377, -2.49974)
F (-1.51950, 1.19514, 4.10385)
C (-0.47615, 0.81782, 3.35344)
F (0.59719, 1.48771, 3.80725)
F (-0.25372, -0.48342, 3.61953)
S (-0.75056, 1.29631, 1.54903)
O (-0.84825, 2.72277, 1.66787)
O (-1.96490, 0.63284, 1.15149)
O (0.46499, 0.83447, 0.91281)

Cartesian forces, eV/Å:
0.05 -1.37 -0.71
1.23 0.87 -0.21
-1.79 0.30 1.29
0.41 -0.85 -0.09
-0.69 -2.16 0.24
0.88 0.35 -0.70
0.01 -0.04 0.17
-0.28 0.16 -0.26
0.15 -0.20 -0.07
0.14 -0.28 -0.07
-0.37 0.91 0.19
0.48 -1.38 -0.79
-0.07 -0.06 -0.22
-0.15 0.41 0.16
0.05 -0.02 -0.01
-0.01 0.09 -0.05
0.03 -0.05 -0.04
0.08 0.01 -0.02
0.11 0.07 0.07
-0.17 0.37 -0.42
0.03 0.16 -0.04
0.02 0.08 0.02
0.01 0.00 -0.04
-0.20 0.11 -0.16
0.17 -0.42 0.39
0.10 0.13 -0.11
-0.12 0.81 0.04
0.23 2.60 2.62
-0.09 0.34 -0.27
-0.95 -0.59 -0.42
0.69 -0.35 -0.48

Computed properties:
Frontier orbital gap ... 5.56 eV
Relative energy (zero: lowest compared OMol25 entry of this formula, charge and spin) ... 315.7 kJ/mol
HOMO ... -0.060 hartree
Net charge ... -2
Spin multiplicity ... 1
E_tot ... -99695.60080 eV

=====

Q: spin multiplicity of number 2 (C7H8F3N2O3PdS6Sb)?
A: 1

=====

Q: The highest frontier orbital gap belongs to which entry?
A: C6H7N

=====

Q: Among the records above, which one has the highest E_tot?
A: C6H7N